1.
The following is a DFT calculation (the ωB97M-V functional and the def2-TZVPD basis) of a 2-piece molecular cluster, C5H10NO5P overall.

```
! wB97M-V def2-TZVPD RIJCOSX def2/J DEFGRID3
* xyz 0 1
P 2.76 0.68 0.31
O -1.07 -1.13 -0.14
O 0.66 -0.12 1.30
O 0.09 -2.95 0.71
O 3.71 -0.37 0.56
O 2.09 0.36 -1.13
N -0.87 2.12 1.36
C -0.67 -0.13 0.74
C -0.56 -2.40 -0.15
C -2.66 1.23 0.05
C -1.34 1.03 0.70
C 2.21 -0.84 -1.90
H -3.53 1.76 0.46
H 0.57 -0.39 2.24
H -0.10 2.19 1.97
H -2.28 1.83 -0.90
H -1.03 -2.78 -1.10
H 1.67 -1.55 -1.29
H -3.01 0.23 -0.39
H 3.24 -1.04 -1.97
H 1.68 -0.64 -2.81
H -1.56 2.91 1.39
*
```

Output
HOMO = -8.0 eV
Total energy = -968.800889 Eh
Structure (SMILES) = C/C(N)=C(/O)OC=O.COP=O
LUMO energy = 0.6 eV
Relative energy (zero: lowest compared OMol25 entry of this formula, charge and spin) = 51.8 kcal per mole

***

2.
The following is a DFT calculation (the ωB97M-V functional and the def2-TZVPD basis) of a 2-piece molecular cluster, C4H12 overall.

```
! wB97M-V def2-TZVPD RIJCOSX def2/J DEFGRID3
* xyz 0 1
C 1.89 0.24 1.01
C 1.96 1.66 1.28
C -1.42 -0.88 -0.59
C -2.46 -1.11 -1.67
H -2.53 -2.16 -1.94
H -2.23 -0.73 -2.72
H -1.01 -1.84 -0.02
H -3.42 -0.69 -1.25
H 2.05 2.17 2.22
H -1.70 -0.26 0.24
H 2.79 -0.12 0.59
H 1.21 2.14 0.57
H -0.56 -0.33 -0.95
H 1.44 -0.14 1.89
H 2.94 2.16 0.89
H 1.04 -0.10 0.46
*
```

Output
HOMO = -10.8 eV
Total energy = -159.518975 Eh
Structure (SMILES) = CC.CC
LUMO energy = 1.0 eV
Relative energy (zero: lowest compared OMol25 entry of this formula, charge and spin) = 41.4 kcal per mole

***

3.
The following is a DFT calculation (the ωB97M-V functional and the def2-TZVPD basis) of C21H23ClOPSm as an isolated structure.

```
! wB97M-V def2-TZVPD RIJCOSX def2/J DEFGRID3
* xyz 2 6
Sm 1.39 -0.01 2.19
Cl 3.71 -0.60 2.67
P 0.02 -0.02 -0.67
O 0.37 0.14 4.11
C 2.29 -1.46 -1.27
C -0.03 2.74 -1.12
C -1.89 1.57 -2.12
C -2.39 2.79 -2.59
C -1.06 0.70 5.97
C -1.71 3.99 -2.33
C -1.89 -2.50 -3.43
C -1.59 -2.31 -0.65
C -0.54 3.96 -1.57
C 2.23 0.71 -2.33
C 3.61 -1.62 -1.67
C -2.52 -3.43 -2.59
C 4.27 -0.61 -2.37
C -0.68 1.52 -1.40
C 3.57 0.57 -2.70
C -2.36 -3.33 -1.22
C 1.14 -0.73 6.12
C -0.95 -1.36 -1.48
C 0.15 0.08 5.37
C 1.58 -0.30 -1.60
C -1.11 -1.47 -2.88
H -1.15 1.77 5.73
H -2.46 0.66 -2.30
H 4.08 1.39 -3.22
H -2.69 1.05 1.93
H 0.89 2.74 -0.53
H -1.06 0.63 7.06
H -2.03 -2.55 -4.52
H -3.16 -4.21 -3.03
H -1.51 -2.20 0.42
H 4.15 -2.53 -1.40
H -0.03 4.88 -1.33
H 5.32 -0.69 -2.62
H 2.16 -0.41 5.86
H -2.12 4.94 -2.68
H -1.97 0.18 5.62
H -3.33 2.81 -3.16
H 1.00 -0.65 7.20
H 1.02 -1.79 5.82
H -2.79 0.30 1.95
H -2.86 -4.05 -0.56
H 1.83 -2.21 -0.62
H 1.71 1.65 -2.53
H -0.66 -0.73 -3.54
*
```

Output
HOMO (spin up / spin down) = -14.2 / -14.2 eV
Total energy = -2348.208414 Eh
LUMO energy (spin up / spin down) = -9.4 / -7.8 eV

***

4.
The following is a DFT calculation (the ωB97M-V functional and the def2-TZVPD basis) of C11H30ClMnO14P3 as an isolated structure.

```
! wB97M-V def2-TZVPD RIJCOSX def2/J DEFGRID3
* xyz 0 6
Mn -0.49 0.12 0.66
Cl 0.95 -0.75 2.38
P 1.58 -1.12 -1.99
P 1.69 2.93 0.90
P -2.30 -3.06 0.64
O 1.79 2.88 2.57
O 2.96 -1.69 -1.28
O 1.14 4.43 0.64
O -1.96 1.53 1.22
O 0.50 -0.65 -1.11
O -1.22 -4.12 1.30
O 0.97 1.76 0.37
O 2.25 0.19 -2.67
O -3.77 -3.50 1.27
O -2.39 -3.69 -0.88
O -1.79 1.16 -0.88
O 1.30 -1.99 -3.36
O -1.84 -1.68 0.78
O 3.20 3.08 0.46
C 3.62 -0.99 -0.34
C -0.68 -3.99 2.66
C -2.60 -5.11 -1.02
C 1.79 5.54 1.22
C 1.33 1.13 -3.22
C 0.48 -3.14 -3.27
C -4.85 -2.60 1.07
C 3.56 2.76 -0.90
C -2.96 3.19 -0.31
C 0.74 3.21 3.50
C -2.25 1.91 0.04
H 2.51 5.88 0.48
H -1.03 -4.88 3.18
H 2.90 3.16 -1.67
H -0.07 -3.33 -2.34
H -2.28 -5.51 -1.98
H 0.35 2.37 4.08
H -1.00 -3.08 3.17
H -2.07 -5.77 -0.33
H -3.95 3.02 -0.74
H -4.70 -1.81 0.33
H 0.94 1.72 -2.39
H -0.11 3.77 3.11
H 0.43 0.70 -3.66
H -3.64 -5.40 -0.84
H 0.97 6.26 1.34
H -3.37 3.76 0.52
H -2.35 3.87 -0.90
H 4.53 3.22 -1.08
H 2.33 5.33 2.15
H 4.59 -0.66 -0.71
H -5.05 -2.08 2.00
H 1.20 -3.94 -3.07
H -5.78 -3.03 0.70
H -0.11 -3.20 -4.18
H 3.67 1.72 -1.22
H 1.66 1.81 -4.01
H 3.77 -1.43 0.65
H 0.40 -3.86 2.69
H 3.14 -0.08 0.04
H 1.39 3.71 4.22
*
```

Output
HOMO (spin up / spin down) = -7.6 / -8.6 eV
Total energy = -4126.069644 Eh
LUMO energy (spin up / spin down) = 0.7 / 0.7 eV
Relative energy (zero: lowest compared OMol25 entry of this formula, charge and spin) = 58.8 kcal per mole

***

5.
The following is a DFT calculation (the ωB97M-V functional and the def2-TZVPD basis) of a 2-piece molecular cluster, C3H4OS overall.

```
! wB97M-V def2-TZVPD RIJCOSX def2/J DEFGRID3
* xyz 0 1
S 0.19 -1.65 3.07
O -0.70 -0.31 3.05
C 0.49 0.60 -0.31
C 0.70 -0.11 -1.45
C 0.73 -0.63 -2.58
H 0.27 0.09 0.73
H -0.31 0.42 2.68
H 0.52 1.69 -0.43
H 1.08 -1.14 -3.42
*
```

Output
HOMO (spin up / spin down) = -9.5 / -8.5 eV
Total energy = -589.936006 Eh
LUMO energy (spin up / spin down) = -0.9 / -1.6 eV
Relative energy (zero: lowest compared OMol25 entry of this formula, charge and spin) = 118.4 kcal per mole

***

6.
The following is a DFT calculation (the ωB97M-V functional and the def2-TZVPD basis) of a 2-piece molecular cluster, C10H23OP overall.

```
! wB97M-V def2-TZVPD RIJCOSX def2/J DEFGRID3
* xyz 0 1
P -2.63 -0.12 0.23
O -3.02 -0.33 1.68
C -2.28 -1.67 -0.68
C 2.96 -1.04 -0.84
C -3.81 0.91 -0.83
C -0.24 1.05 -1.53
C 0.37 -1.21 1.48
C -0.18 1.93 0.93
C 2.30 -0.01 0.07
C 3.07 0.26 1.34
C -0.11 0.81 -0.08
C 0.77 -0.43 0.22
H -4.82 0.55 -0.76
H -0.28 2.90 0.44
H -3.18 -1.99 -1.27
H 2.40 -1.06 -1.77
H 2.97 -0.57 1.98
H -0.78 0.22 -1.98
H 2.23 0.86 -0.71
H -3.50 0.91 -1.88
H 4.14 0.44 1.16
H -3.71 2.01 -0.56
H 0.95 -2.22 1.45
H -1.01 1.90 1.64
H 0.81 0.97 -2.04
H 0.46 -1.16 -0.55
H 0.52 -0.58 2.31
H 2.65 1.02 2.07
H -0.75 1.89 -1.85
H 2.90 -2.07 -0.32
H 4.06 -0.83 -1.08
H -0.68 -1.29 1.31
H -1.36 -1.56 -1.24
H -1.93 -2.34 0.10
H 0.73 1.84 1.55
*
```

Output
HOMO = -7.3 eV
Total energy = -811.311394 Eh
LUMO energy = 0.4 eV
Relative energy (zero: lowest compared OMol25 entry of this formula, charge and spin) = 31.5 kcal per mole

***

The lowest total energy belongs to which entry? C11H30ClMnO14P3